Here is a molecular structure, C59H78BrClGeKN7O2P2Se2Si2 in a non-equilibrium geometry from the Open Molecules 2025 dataset. Energies are from ωB97M-V/def2-TZVPD.

```
156
Properties=species:S:1:pos:R:3:forces:R:3
K -0.4194 -1.0908 -1.0268 0.6494 1.1145 -0.1003
Se 3.3590 4.5746 3.2417 0.0205 -0.0559 -0.0276
P 2.7331 2.6137 3.7230 -0.0210 -0.0134 -0.1159
C 4.1734 1.5569 4.0645 0.0193 0.0108 0.0124
C 5.2223 1.6326 3.1485 0.0523 0.0129 0.0504
C 6.3965 0.9364 3.3762 -0.0185 -0.0307 -0.0107
C 6.5372 0.1636 4.5226 -0.0089 -0.0648 -0.0347
C 5.4868 0.0596 5.4196 -0.0238 -0.0643 -0.0436
C 4.3025 0.7470 5.1863 -0.0776 -0.0790 -0.0422
C 1.7505 2.7097 5.2442 -0.0263 -0.0563 0.0236
C 0.3644 2.7522 5.1541 -0.0171 0.0089 0.0142
C -0.3975 3.0453 6.2763 -0.0007 -0.0436 0.0142
C 0.2176 3.2738 7.4973 -0.0133 -0.0165 -0.0096
C 1.6031 3.2327 7.5924 -0.0069 -0.0081 -0.0158
C 2.3667 2.9696 6.4674 0.0105 0.0456 -0.0012
C 1.7419 1.7877 2.4704 0.0111 -0.0008 0.0242
C 1.1236 0.5329 2.2637 -0.1122 0.1044 0.0638
N 0.4808 0.6254 1.0815 0.1024 -0.0712 0.0742
N 0.7037 1.8273 0.5833 -0.0558 -0.0093 0.0022
N 1.4530 2.5435 1.3919 -0.0622 0.0145 -0.0009
P 0.9057 -1.0273 3.1440 0.0599 0.1407 -0.0859
Se -0.1628 -2.4861 2.0576 -0.0274 0.1199 0.1949
C 0.0505 -0.5839 4.6942 -0.0284 -0.0471 0.0260
C 0.5441 -0.7480 5.9816 0.0606 0.1773 -0.0206
C -0.2796 -0.5328 7.0820 0.0211 0.0137 -0.0013
C -1.5996 -0.1574 6.9028 0.0002 0.0248 -0.0213
C -2.0903 0.0446 5.6170 0.0103 0.0561 0.0267
C -1.2690 -0.1580 4.5240 -0.0145 -0.1031 0.0186
C 2.5505 -1.7197 3.4599 0.0063 -0.0384 -0.0228
C 3.5189 -1.4809 2.4878 0.0321 0.0634 0.0699
C 4.6807 -2.2344 2.4592 0.0850 0.0343 0.0446
C 4.8974 -3.2177 3.4129 0.0560 0.0545 -0.0096
C 3.9401 -3.4578 4.3880 -0.0579 0.0239 0.0166
C 2.7609 -2.7278 4.3990 0.0000 -0.0303 -0.0167
H 5.1188 2.2610 2.2720 -0.0073 0.0078 0.0126
H 7.2034 0.9970 2.6567 0.0021 0.0022 0.0080
H 7.4581 -0.3780 4.7024 -0.0026 0.0062 -0.0014
H 5.5773 -0.5717 6.2947 0.0025 0.0001 0.0066
H 3.4775 0.6389 5.8795 0.0038 0.0423 0.0067
H -0.1145 2.5803 4.1978 -0.0079 -0.0134 0.0006
H -1.4753 3.0884 6.1938 -0.0205 -0.0209 -0.0020
H -0.3807 3.4897 8.3743 0.0011 0.0068 -0.0043
H 2.0904 3.4285 8.5398 0.0011 -0.0014 0.0010
H 3.4473 3.0047 6.5287 0.0022 -0.0273 -0.0015
H 1.5785 -1.0161 6.1416 0.0652 -0.1054 -0.0315
H 0.1184 -0.6621 8.0809 0.0044 0.0020 0.0014
H -2.2425 -0.0047 7.7612 -0.0012 0.0013 -0.0014
H -3.1163 0.3573 5.4654 0.0020 -0.0004 0.0036
H -1.6546 -0.0144 3.5208 -0.0007 -0.0321 0.0220
H 3.3448 -0.7347 1.7236 0.0153 0.0279 -0.0378
H 5.4088 -2.0574 1.6779 0.0012 0.0017 -0.0072
H 5.8044 -3.8099 3.3861 -0.0099 0.0044 -0.0074
H 4.0908 -4.2442 5.1177 -0.0033 0.0066 -0.0004
H 1.9813 -2.9994 5.0968 -0.0637 0.0463 0.0555
C 0.8208 -2.4845 -6.1163 -0.0107 0.0785 -0.0113
Si 1.9017 -3.0625 -4.6622 -0.0133 -0.0616 -0.0551
C 3.3713 -3.9688 -5.4639 0.0632 -0.0275 -0.0045
C 0.8828 -4.4589 -3.8907 -0.0055 -0.0245 0.0370
C 2.3232 -1.7528 -3.4908 -0.1453 0.0420 0.1458
C 1.9608 -0.3727 -3.7186 0.0600 0.2158 0.0260
C 2.2877 0.3314 -4.9150 -0.0284 -0.1371 0.0074
C 2.0640 1.6811 -5.0342 0.0225 0.0951 0.0154
C 1.5144 2.3878 -3.9620 0.0543 -0.0723 -0.0239
C 1.1862 1.6525 -2.8377 -0.1143 -0.0406 -0.0528
N 1.3519 0.3335 -2.7216 0.1902 0.0887 0.0123
Si 3.5106 -2.0059 -2.1274 0.0360 0.0713 -0.1126
C 5.2507 -2.3361 -2.8422 -0.0020 -0.0540 -0.0563
C 3.7747 -0.4485 -1.0924 -0.0321 0.0448 0.0273
C 3.2547 -3.4506 -0.9423 -0.0713 -0.0801 -0.0085
H 0.8693 -3.2092 -6.9355 0.0012 -0.0130 0.0334
H 1.1018 -1.5073 -6.5118 0.0109 0.0000 -0.0369
H -0.2231 -2.4224 -5.7970 -0.0188 0.0288 0.0068
H 3.0261 -4.6665 -6.2350 0.0078 0.0032 0.0132
H 3.9221 -4.5479 -4.7161 0.0000 0.0109 -0.0236
H 4.0750 -3.2649 -5.9177 -0.0091 -0.0150 -0.0023
H 0.8999 -5.3710 -4.4979 -0.0138 0.0230 -0.0174
H -0.1596 -4.1429 -3.7781 0.0312 0.0063 0.0067
H 1.2404 -4.7028 -2.8886 -0.0130 -0.0210 -0.0007
H 2.7955 -0.2104 -5.7033 -0.0172 -0.0076 -0.0133
H 2.3543 2.1999 -5.9433 -0.0039 -0.0103 -0.0033
H 1.3468 3.4565 -3.9971 -0.0004 -0.0029 0.0024
H 0.7407 2.1403 -1.9739 0.0333 -0.0051 0.0230
H 5.4861 -1.5718 -3.5891 0.0318 -0.0147 0.0174
H 5.2844 -3.3075 -3.3449 0.0267 0.0368 -0.0019
H 6.0338 -2.3282 -2.0748 -0.0383 0.0096 0.0172
H 4.0151 0.3966 -1.7444 -0.0003 -0.0013 0.0403
H 4.6198 -0.5980 -0.4111 0.0187 -0.0117 0.0265
H 2.8927 -0.1612 -0.5157 0.0029 0.0030 0.0006
H 2.9183 -4.3396 -1.4818 0.0413 -0.0297 0.0070
H 2.4975 -3.2440 -0.1835 -0.0791 0.0239 0.0162
H 4.1966 -3.7000 -0.4397 -0.0378 0.0242 0.0187
C -3.0138 7.7220 0.9678 -0.0079 0.0134 -0.0022
C -3.1557 6.2082 0.8659 0.0070 -0.0173 -0.0162
C -1.8197 5.5159 0.6220 0.0529 -0.0025 0.0652
C -1.8760 3.9870 0.6636 -0.0458 -0.0788 -0.0061
Ge -2.5165 3.1587 -1.0131 -0.0814 0.1374 0.0729
C -4.4810 3.2960 -1.3158 -0.0350 -0.0333 0.0282
C -5.4003 2.3201 -0.5856 0.0334 -0.0053 0.0168
C -5.4255 2.5207 0.9257 0.0259 -0.0077 -0.0042
C -6.3776 1.5602 1.6268 -0.0056 -0.0014 0.0082
H -3.9766 8.2105 1.1321 -0.0009 -0.0012 -0.0002
H -2.5816 8.1339 0.0527 -0.0019 -0.0061 0.0011
H -2.3527 7.9952 1.7932 0.0016 -0.0028 -0.0022
H -3.8543 5.9631 0.0609 -0.0054 -0.0171 0.0032
H -3.5989 5.8137 1.7865 -0.0048 0.0093 0.0019
H -1.1041 5.8562 1.3795 -0.0190 0.0233 0.0117
H -1.4164 5.8498 -0.3403 0.0342 -0.0011 0.0140
H -2.4889 3.6417 1.5016 0.0092 0.0271 0.0072
H -0.8779 3.5773 0.8119 0.0150 0.0316 -0.0021
H -1.9297 4.0425 -2.1486 0.1059 -0.0750 -0.0990
H -4.6101 3.2058 -2.3957 -0.0266 0.0032 -0.0010
H -4.7420 4.3263 -1.0475 -0.0603 -0.0015 -0.0350
H -5.1074 1.2874 -0.8056 0.0006 0.0073 -0.0078
H -6.4247 2.4266 -0.9636 -0.0043 -0.0001 -0.0048
H -5.7083 3.5571 1.1439 0.0072 0.0039 -0.0059
H -4.4164 2.3898 1.3279 -0.0098 -0.0084 0.0027
H -7.3948 1.6678 1.2400 0.0046 0.0039 0.0017
H -6.4085 1.7385 2.7037 0.0068 -0.0001 -0.0051
H -6.0683 0.5255 1.4690 0.0014 -0.0008 -0.0111
Cl -4.2305 -1.6854 0.2724 -0.1076 0.1299 0.1393
C -3.3042 -0.4185 0.9272 0.2109 -0.1522 -0.1933
H -2.4933 -0.7241 1.5763 -0.0477 -0.0160 0.0038
H -3.2247 0.4669 0.3110 -0.0640 0.0498 0.0626
C -1.2934 0.6109 -4.9492 -0.0478 0.0043 0.0138
C -1.8664 0.6018 -6.3911 -0.0036 -0.0049 0.0183
N -3.2617 0.1389 -6.3871 0.0222 -0.0105 0.0191
C -3.2997 -1.2090 -5.8042 -0.0083 -0.0044 0.0142
C -2.7334 -1.1970 -4.3585 0.0214 0.0307 -0.0449
N -2.3146 0.1617 -4.0015 -0.0624 -0.0185 0.0327
C -3.4648 1.0539 -4.0925 0.0082 0.0178 -0.0135
C -4.0474 1.0320 -5.5337 0.0120 -0.0058 0.0156
H -0.9668 1.6089 -4.6552 -0.0198 -0.0158 -0.0031
H -0.4320 -0.0478 -4.8545 0.0183 -0.0099 -0.0196
H -1.2899 -0.0617 -7.0394 -0.0049 -0.0147 -0.0083
H -1.8450 1.6015 -6.8348 0.0029 -0.0033 -0.0044
H -2.7219 -1.8728 -6.4519 0.0113 0.0064 -0.0035
H -4.3381 -1.5529 -5.8214 0.0017 -0.0052 -0.0063
H -1.8700 -1.8534 -4.2537 -0.0129 -0.0080 0.0074
H -3.4646 -1.5389 -3.6257 -0.0015 0.0132 0.0036
H -3.1321 2.0607 -3.8254 0.0022 -0.0076 0.0117
H -4.2074 0.7367 -3.3544 -0.0072 0.0042 -0.0048
H -4.0325 2.0301 -5.9810 -0.0039 -0.0011 -0.0031
H -5.0836 0.6818 -5.5383 0.0004 -0.0034 -0.0060
Br -5.4296 -6.8659 -2.9952 -0.0038 -0.0032 -0.0031
C -3.7800 -6.5037 -2.1149 0.0081 -0.0047 0.0117
C -3.0919 -7.5465 -1.5199 0.0248 -0.0014 0.0133
N -1.9354 -7.3648 -0.8874 -0.0130 0.0482 -0.0181
C -1.4440 -6.1243 -0.8433 -0.0043 -0.0585 0.0036
C -2.0721 -5.0229 -1.4124 -0.0009 -0.0265 -0.0070
C -3.2759 -5.2191 -2.0676 -0.0188 0.0135 -0.0083
C -1.4523 -3.6304 -1.3318 -0.0842 -0.2452 -0.0910
O -0.3495 -3.5422 -0.7616 -0.0377 -0.6918 0.0087
O -2.1152 -2.7023 -1.8529 -0.3654 -0.4210 -0.1713
H -3.4862 -8.5560 -1.5570 0.0005 -0.0011 0.0043
H -0.4995 -5.9757 -0.3342 -0.0077 0.0015 -0.0029
H -3.7748 -4.3701 -2.5162 0.0003 -0.0026 0.0019
```
Positions in Å, forces in eV/Å.

Summary:
- charge = -2
- DFT total energy (hartree) = -14604.5245
- HOMO energy (spin up / spin down) (eV) = -1.484 / -1.484

---

Here is a single C4H9NO molecule from the Open Molecules 2025 dataset. Energies are from ωB97M-V/def2-TZVPD.

```
15
Properties=species:S:1:pos:R:3:forces:R:3
C -1.7997 -0.0559 -0.0959 -0.0221 -0.0241 0.0264
C -0.5050 0.7503 -0.0987 -0.0449 -0.0402 -0.2086
O -0.2150 1.2214 1.2123 -0.0057 -0.0624 0.0985
C 0.6731 -0.0605 -0.6452 -0.1492 -0.0637 0.0351
C 2.0764 0.4043 -0.5242 0.0311 -0.2075 -0.2651
N 1.4830 -0.7367 0.3867 0.0345 -0.1478 0.2035
H -2.6313 0.5545 0.2715 0.1123 -0.0764 -0.0613
H -2.0602 -0.4249 -1.0940 0.0945 0.1068 0.1436
H -1.6951 -0.9297 0.5633 -0.0206 0.0861 -0.1018
H -0.6177 1.6348 -0.7378 0.0523 -0.1102 0.0818
H -0.7386 0.6985 1.8281 -0.0404 0.1131 0.0342
H 0.3475 -0.7639 -1.4242 0.1181 0.1002 0.1211
H 1.3563 -0.4178 1.3388 -0.1048 -0.0357 -0.1095
H 2.6843 -0.1407 -1.2633 -0.1206 0.1229 0.0842
H 1.6421 -1.7336 0.2827 0.0655 0.2389 -0.0821
```
Positions in Å, forces in eV/Å.

Summary:
- DFT total energy (hartree) = -287.6747
- HOMO energy (eV) = -7.259